[1]
106
Properties=species:S:1:pos:R:3:mulliken_charge:R:1 method="wB97M-V/def2-TZVPD" total_energy_ev=-105542.923 multiplicity=5 total_charge=-1 relative_energy_kj_mol=510.4
C 1.58 1.31 2.39 1.223
H 1.63 4.93 -1.84 0.477
C 0.15 3.05 0.57 0.870
H 0.23 6.03 3.34 0.374
C -1.71 3.67 -3.94 -0.869
C 1.31 -3.11 3.30 -0.559
H -0.67 2.22 3.51 0.694
H 2.61 2.03 -2.78 0.219
H 1.66 6.57 -0.09 0.383
C -2.34 2.92 -2.94 -0.336
C 0.38 6.46 2.35 -1.838
H -2.07 -2.24 1.70 0.210
C -4.48 -2.17 0.36 -0.692
H -7.53 1.96 -1.59 0.409
C 0.72 -3.28 -1.13 -1.040
H -2.16 -1.08 -2.51 0.359
C 1.25 -2.20 2.26 0.042
H -7.57 4.24 -0.64 0.365
C -0.33 3.82 -4.15 -1.281
C -1.07 -3.36 3.19 -0.676
C 1.26 -0.71 -7.42 -1.681
H 2.76 0.00 -5.24 0.314
H -2.32 0.46 4.17 0.479
H 0.70 -1.61 -7.70 0.361
H 2.16 0.58 -1.92 -0.168
H -0.32 3.86 2.49 0.226
P -0.01 1.41 1.36 1.446
H 3.67 0.87 2.02 0.493
P -2.65 1.33 -0.66 1.288
C -0.08 0.90 -3.60 0.866
H -1.26 -0.24 -6.56 0.474
C -1.62 0.33 3.33 -1.644
C -1.01 0.53 -4.59 1.092
H -3.00 0.54 -3.62 0.049
C -0.53 0.01 -5.80 -0.848
H -5.49 5.21 0.30 0.446
C -1.10 -2.45 2.15 0.059
C -1.83 1.89 -2.17 -1.352
C 0.54 5.38 1.31 0.518
H -4.37 -0.15 1.04 0.234
Mn -0.06 -0.56 0.08 0.738
C 0.65 3.47 -3.26 -1.395
C 1.29 0.68 -3.87 0.741
C -5.44 1.66 -1.21 -0.356
C 2.40 0.97 -2.90 -1.262
C -1.24 1.69 2.75 0.435
H 2.62 0.46 0.67 0.172
H 1.55 -3.59 -0.48 0.287
C 2.79 1.18 1.46 -1.710
C -2.50 2.51 2.45 -1.165
H -2.37 4.26 -4.58 0.324
C 1.18 4.66 -0.90 -0.825
H 1.02 -3.49 -2.16 0.231
H 1.67 3.80 -3.45 0.634
C -2.82 -1.36 -1.71 -0.132
C -4.30 3.48 -0.14 0.123
H -1.98 -3.83 3.54 0.480
C -3.23 -0.43 -0.76 0.700
H -4.41 -4.13 -0.54 0.333
C 0.20 -4.62 4.89 -0.043
H -3.30 1.87 2.07 0.452
O 0.41 -1.94 -0.99 -0.891
H -2.86 2.97 3.38 0.450
H -0.02 4.36 -5.04 0.373
H 2.32 -0.97 -7.39 0.363
N -0.43 1.51 -2.32 1.647
H -2.11 -0.29 2.58 -0.002
C -5.48 4.22 -0.13 -0.942
H -2.93 -0.16 -5.23 0.625
H -0.13 -3.94 -0.88 0.253
H 1.10 2.55 4.16 0.324
H 1.27 7.10 2.39 0.422
H 3.00 2.15 0.98 0.375
C 0.80 -0.18 -6.09 0.381
H 2.19 -1.79 1.90 0.442
H -3.40 3.11 -2.82 0.348
C -6.62 2.39 -1.18 -0.783
H 2.27 -3.37 3.75 0.459
H 2.05 3.36 2.91 0.335
H -0.76 -0.23 3.69 0.392
H -3.39 3.91 0.25 0.291
H -0.47 7.10 2.13 0.312
C -3.25 -2.69 -1.63 -0.800
C -4.05 -0.86 0.29 -0.991
H 3.32 0.47 -3.23 0.546
H 1.46 0.36 2.92 0.384
H 1.12 0.03 -8.21 0.293
C -4.09 -3.09 -0.60 -0.752
H -2.34 3.30 1.72 -0.348
C 1.88 2.41 3.41 -1.634
H -2.86 1.59 -5.01 0.312
H -5.43 0.67 -1.64 0.425
C -4.27 2.20 -0.69 -0.180
C 0.34 2.74 -2.06 0.807
N 0.24 -5.37 5.76 -0.633
H -2.92 -3.40 -2.38 0.465
C 0.14 -3.69 3.79 0.357
C 0.08 4.09 1.51 -0.687
H 2.79 2.13 3.94 0.498
H -5.12 -2.48 1.18 0.423
C -2.54 0.63 -4.59 -1.588
C 0.57 3.36 -0.78 -0.356
C 0.04 -1.80 1.67 0.191
C 1.70 0.16 -5.08 -0.688
C 1.18 5.61 0.09 -1.381
C -6.65 3.67 -0.65 -0.586

[2]
116
Properties=species:S:1:pos:R:3:mulliken_charge:R:1 method="wB97M-V/def2-TZVPD" total_energy_ev=-138361.554 total_charge=+1 relative_energy_kj_mol=88.8
C -0.03 -2.84 -5.00 -0.621
H 1.36 2.39 -2.36 0.498
C 2.06 -1.95 4.79 0.417
H -0.59 -2.91 -7.03 0.446
H -2.93 0.35 -3.00 -0.057
H -3.17 5.14 -3.03 0.245
C -0.95 -5.00 1.41 -1.316
C -1.73 0.63 -0.35 -1.075
C -1.02 -3.30 -0.07 -0.601
C 2.01 -2.94 5.77 -0.512
O -0.32 0.04 5.03 0.191
Cl 2.64 5.69 0.97 -0.217
C 2.74 -3.15 2.34 0.701
H 2.77 0.03 4.28 0.222
H -0.53 2.41 3.81 0.027
C 5.11 -3.68 2.25 -0.927
H -4.11 2.31 -5.17 0.313
H -4.40 1.00 -2.17 0.843
C 0.59 5.80 -0.75 -0.735
H 2.73 3.17 -0.42 0.425
C 2.70 -0.75 5.07 0.070
C -4.82 2.48 -4.34 -1.947
O -2.65 3.29 -1.37 -0.527
C 1.60 5.01 -0.23 0.244
H -0.05 -3.92 -4.92 0.414
C 4.87 -4.33 1.06 -0.625
S -1.87 -0.17 4.68 0.136
H -0.97 -5.99 1.90 0.524
C -3.09 -0.52 0.84 -0.668
P 0.50 -2.98 -2.27 -0.215
C 1.74 -0.95 -0.52 2.382
H 0.64 -0.11 -3.20 0.181
C 4.11 -0.73 -0.42 -0.931
H 0.79 3.43 3.00 0.545
C -0.54 -3.86 2.03 0.346
H -0.51 -0.35 -7.28 0.469
H 1.48 -3.87 5.52 0.313
H -0.97 0.28 7.06 0.457
H -6.26 3.54 -2.34 0.406
H -4.79 5.28 -3.79 0.526
C -2.93 2.56 -2.55 2.450
H -0.59 -3.37 4.20 0.438
C -0.32 -2.25 -6.24 -0.679
H -4.96 4.38 -1.51 0.420
H -5.62 3.07 -4.77 0.534
H 2.74 0.42 0.81 0.575
C 1.81 -1.85 -1.56 0.345
C 3.18 -1.55 7.31 -0.537
H 0.75 0.28 6.78 0.136
H -3.45 -1.12 1.67 0.619
C -1.00 -2.46 -1.32 1.114
H -0.14 1.77 6.30 0.209
N -2.93 0.63 -0.93 1.625
C 1.86 3.78 -0.77 -0.675
H -1.83 -2.59 -2.01 1.093
H 2.40 -3.51 7.83 0.416
Cl 0.83 1.22 2.26 0.063
H -1.68 -5.23 -0.70 0.663
C 0.24 -2.05 -3.87 0.349
H 1.56 -3.71 0.63 -0.066
H 0.03 3.51 -4.37 0.287
H 4.25 -2.44 3.75 0.324
H -0.87 1.20 -0.77 0.657
C -0.01 2.70 2.90 -0.436
C -0.18 5.35 -1.77 -0.121
C 0.01 -0.07 -5.25 -0.277
C -1.67 2.54 -3.46 -0.421
H -1.67 3.34 -1.29 -0.210
H -5.22 2.66 -1.32 0.392
C -0.30 -0.85 -6.37 -0.795
C 2.56 -2.74 7.06 -0.843
H 5.65 -4.88 0.52 0.406
H 3.42 -4.84 -0.49 0.472
H 3.88 0.27 6.54 0.411
H 0.80 -0.68 -0.11 -0.408
C -0.20 0.64 6.38 -0.747
H -1.24 4.67 -3.89 0.732
N -3.82 -0.05 -0.16 -1.239
Cl -1.20 3.19 1.74 -0.007
H 6.09 -3.63 2.70 0.452
H -1.01 5.91 -2.24 0.210
C 3.10 -2.22 -1.99 -0.872
C 4.05 -3.02 2.85 -0.769
H 5.03 -0.29 -0.01 0.407
O -1.59 -1.01 3.37 0.303
C -5.21 3.48 -2.03 -1.686
H 3.23 -2.93 -2.78 0.517
H 5.18 -2.12 -1.75 0.432
C 0.04 4.10 -2.32 0.201
C 1.10 3.32 -1.86 -0.019
H 0.60 -4.57 3.65 0.827
C -3.33 1.06 -2.26 -1.850
Al -0.50 -1.07 2.00 -0.397
H -5.29 1.57 -4.09 0.461
C 3.62 -4.34 0.48 -0.788
H 0.05 1.01 -5.34 0.453
P 1.38 -2.31 3.15 1.764
C 0.09 -3.67 3.38 -1.668
H -1.99 2.26 -4.47 0.732
H -3.36 4.60 -4.73 0.260
O -2.39 1.10 4.25 -0.557
C -3.87 4.66 -3.74 -1.841
H -1.04 1.67 -3.21 -0.746
C -1.27 -4.65 0.09 -1.196
C 2.84 -0.30 0.01 -1.293
C -4.18 3.26 -3.18 1.651
H -0.89 -1.42 -1.08 -1.475
C 4.24 -1.68 -1.42 -0.989
H 0.39 6.79 -0.34 0.445
H 3.61 -1.31 8.28 0.406
N -1.79 -0.10 0.74 0.852
C 2.54 -3.77 1.10 -0.124
C -0.74 3.77 -3.59 -1.579
N -0.58 -2.78 1.15 1.400
C 3.28 -0.59 6.30 -0.814
C 0.28 -0.67 -4.03 0.255

[3]
119
Properties=species:S:1:pos:R:3:mulliken_charge:R:1 method="wB97M-V/def2-TZVPD" total_energy_ev=-133408.027 multiplicity=2 relative_energy_kj_mol=231.3
H -1.46 6.63 -1.90 0.235
H 4.24 -6.14 -0.65 0.464
C -3.16 2.35 2.83 -0.341
H -0.68 -5.94 -0.61 0.445
H -0.33 0.58 -0.49 0.281
C -2.54 6.62 -2.04 -1.683
H 0.69 2.83 3.62 -0.122
H 0.57 -4.99 -2.49 0.454
C 1.03 3.88 3.65 -0.712
C 2.73 -1.86 0.87 0.139
C 3.48 -2.25 -0.21 -0.401
H 3.79 -3.28 -0.31 0.696
H -0.16 5.14 0.79 0.235
H 3.28 2.67 -1.47 0.309
H -5.67 6.79 -6.06 0.369
N 0.37 4.50 1.38 0.389
H 0.28 5.34 -2.73 0.173
H 0.60 -8.23 1.68 0.430
H 2.56 3.40 -4.67 0.454
S -4.09 1.76 5.26 -0.141
H -2.99 6.20 -1.14 0.314
H -0.02 -3.28 6.27 0.453
H 4.46 -1.61 -2.01 0.390
C 3.39 0.86 -4.58 -2.009
C 1.91 2.80 -4.05 -1.175
H 1.65 -2.92 3.67 0.265
H 2.46 -4.49 3.51 0.167
C 2.02 3.94 -0.35 -1.431
H 2.47 -3.63 5.05 0.571
C -4.00 5.65 -5.39 0.685
N -0.98 -3.16 2.26 1.329
C -2.62 2.24 -4.55 -1.298
O -1.44 -5.72 3.79 -0.681
S -4.76 3.05 2.70 -0.099
H 0.50 -7.32 3.76 0.535
H -0.75 -7.13 1.48 0.487
H 2.47 -2.58 1.63 0.498
C 0.82 3.39 -3.44 1.248
C 2.67 0.43 0.05 0.947
H -1.54 2.07 -4.54 0.241
H -0.30 -2.55 4.71 0.275
H 1.69 -6.28 5.40 0.367
C 1.35 0.69 -3.10 -0.745
H 1.74 -6.32 3.02 0.530
Te -1.69 3.48 -1.61 1.118
H 2.08 3.89 3.33 0.349
H -3.93 3.74 -6.33 0.306
C -2.57 4.44 -3.32 -0.524
O 1.57 -0.23 2.09 -1.435
H 1.45 5.34 -4.07 0.510
C -0.34 -4.45 2.16 -2.433
H 3.76 0.71 -1.78 0.860
C -3.62 6.38 -4.28 -1.066
H 3.53 -0.18 -4.30 0.288
C -0.35 -3.49 5.25 -1.684
C 0.27 1.25 -2.45 1.550
C 0.40 -5.98 -0.60 -0.236
C -5.31 2.67 4.34 0.546
O -6.38 2.98 4.78 -0.549
H 3.29 0.92 -5.66 0.519
C 1.10 -5.44 -1.67 -0.875
H -0.25 4.99 -4.37 0.314
H 0.93 4.26 4.66 0.310
C 2.48 -5.48 -1.67 0.426
H -2.88 7.64 -2.16 0.416
H -3.02 1.82 -5.47 0.409
H 0.06 -6.15 6.05 0.412
O -0.58 5.56 3.11 -0.662
N 1.34 2.30 1.00 0.271
C 1.07 -6.57 0.47 0.463
H -0.37 -0.66 -1.76 0.464
C 3.17 -6.08 -0.62 -0.893
N -1.44 -1.09 1.78 -0.623
C -0.57 0.39 -1.56 -2.116
C 1.87 -3.87 4.17 -1.721
S -1.33 1.03 4.43 -0.406
H 0.28 -2.06 0.94 0.755
C 0.93 -5.58 5.73 -1.893
H -3.24 -1.12 2.94 0.602
C -0.58 -2.08 1.59 0.000
S -2.13 2.51 1.47 -0.347
C -4.79 6.30 -6.48 -1.575
Cl 3.36 -4.78 -2.98 -0.189
C 2.22 1.79 0.13 -0.255
C -2.94 3.70 -4.44 1.278
C 1.22 3.63 0.72 -0.478
C 0.57 4.85 -3.66 -1.944
H 2.20 4.87 -0.84 0.552
C 0.19 4.71 2.73 0.626
C -3.64 4.32 -5.46 -1.114
H -5.12 5.57 -7.21 0.356
N -2.13 -2.90 2.87 -1.107
C 3.46 0.00 -1.02 -0.799
N 2.65 2.78 -0.70 0.148
H 2.99 -7.09 1.24 0.454
C 0.57 -4.56 4.62 2.190
H -1.38 -3.82 5.28 0.369
H 1.56 -0.36 -2.97 0.594
H -3.89 7.43 -4.21 0.384
C -2.84 1.75 4.02 0.186
H -1.63 0.58 -1.70 0.378
C 2.46 -6.62 0.43 -0.116
C -0.02 2.61 -2.64 0.060
C -2.91 5.80 -3.24 1.234
C -2.38 -1.65 2.59 -0.584
H -1.41 -6.14 4.66 0.662
H -4.19 7.06 -6.99 0.325
C 0.68 -6.55 3.00 -1.366
H -3.04 1.69 -3.70 0.230
C 2.19 1.45 -3.90 0.482
H 1.31 -5.05 6.60 0.540
C 0.33 -7.18 1.64 -1.647
H -0.98 -5.05 1.51 0.743
C 3.86 -1.31 -1.16 -1.461
Os -0.31 0.95 2.12 2.338
H 0.62 -4.29 1.67 0.341
C -0.14 -5.30 3.43 1.358
C 2.29 -0.52 1.05 -0.533
H 4.30 1.41 -4.32 0.384

[4]
108
Properties=species:S:1:pos:R:3:mulliken_charge:R:1 method="wB97M-V/def2-TZVPD" total_energy_ev=-67649.753 relative_energy_kj_mol=5.2
H 3.81 -0.27 -0.49 0.671
H 5.45 -1.54 -2.78 0.375
H -6.26 0.92 -2.58 0.390
H -2.49 -4.46 -3.34 0.219
C 0.96 0.01 3.03 -0.561
C 3.14 0.74 -3.68 -1.091
C -7.54 -2.73 -2.09 -0.648
N -1.68 -2.62 -4.09 0.153
H -0.59 -0.04 9.12 0.356
C -3.62 -1.90 -2.90 0.073
C -1.01 -3.05 -1.24 -0.226
C -0.28 0.52 -3.60 -0.461
C 0.31 -0.82 2.11 -0.327
H -9.48 -1.97 -2.72 0.367
C -1.08 -1.00 2.21 -0.152
C -2.07 -4.02 -4.26 -0.636
O 3.61 4.31 2.42 -0.401
C -0.78 -4.75 -4.67 -0.848
H -1.96 2.89 -1.82 0.455
H -1.06 2.45 -4.11 0.401
C -7.97 -0.42 -2.71 -0.501
C 0.29 -3.68 -4.88 -0.942
H 4.39 -2.95 -2.64 0.293
C 0.41 -1.84 -3.00 1.409
C 0.10 0.58 7.18 -0.367
C -6.21 -2.41 -1.82 -0.195
H 2.25 1.35 -3.51 0.316
C 2.86 -0.63 -0.92 -0.752
H 0.67 1.74 10.34 0.347
C -1.31 -4.17 -0.46 -0.748
C 1.50 2.56 7.14 -0.548
H -2.33 -0.64 -4.08 0.661
H 5.42 6.76 0.94 0.363
H 0.89 -1.32 1.34 0.324
C 0.83 1.54 6.44 0.821
H 4.02 1.31 -3.36 0.394
N 1.74 2.42 4.45 -0.345
C -6.64 -0.09 -2.43 -0.499
H -1.68 0.86 5.02 0.590
H 2.59 -1.58 -0.43 0.212
H 2.08 0.11 -0.70 0.101
H -7.88 -3.77 -1.99 0.358
C 0.02 0.68 8.56 -0.776
C 4.06 5.70 2.23 1.769
H -0.20 -1.58 -5.10 0.950
C -1.15 1.05 -1.00 -1.079
H -0.41 -0.23 6.65 0.464
C 0.25 0.60 4.09 0.295
C -1.40 1.97 -2.02 -0.870
C -1.78 -0.43 3.27 -0.874
H 0.09 0.31 -4.61 0.395
C 0.85 -5.09 -0.99 -0.787
C 4.52 -1.98 -3.14 -1.148
C -2.52 -1.66 -3.73 -0.546
C -8.43 -1.74 -2.53 -0.415
C 1.48 2.61 8.53 -0.552
C 0.96 1.51 4.99 -0.240
C -5.71 -1.10 -2.06 0.273
H 1.26 -3.93 -4.44 0.197
C 1.13 -3.99 -1.81 -0.495
H -2.85 -0.63 3.39 0.404
H 1.60 -5.88 -0.88 0.427
H 2.06 3.38 9.04 0.378
H 3.17 7.57 1.62 0.444
H -0.95 -5.33 -5.58 0.386
H -5.52 -3.18 -1.48 0.396
H 4.71 5.30 0.18 0.380
H -0.64 -6.10 0.21 0.409
C -0.49 -0.15 -1.29 -0.083
H -2.85 -4.10 -5.04 0.554
H -1.61 -1.59 1.46 0.393
C 4.74 6.25 3.47 -1.676
O 1.77 -1.72 -3.34 -0.345
H 2.08 -3.93 -2.35 0.250
H 6.00 5.14 1.42 0.400
C 0.19 -2.97 -1.95 0.526
C -0.92 1.72 -3.31 -0.729
C -1.14 0.39 4.20 -0.470
H 0.45 -3.51 -5.95 0.513
C 5.11 5.71 1.12 -1.650
H 4.60 -2.17 -4.22 0.319
O 2.37 5.02 4.21 -0.612
C -4.27 -0.93 -2.15 -0.405
H 2.04 3.30 6.56 0.388
C 2.87 6.53 1.78 -1.595
H 2.46 6.10 0.85 0.351
H 1.56 2.50 2.30 0.345
C 0.72 1.68 9.25 -0.427
C -0.39 -5.20 -0.36 -0.967
H -1.45 1.26 0.03 0.597
H -2.28 -4.21 0.05 0.458
H -0.24 -0.84 -0.49 0.224
H -1.73 -2.24 -1.33 0.439
H -4.00 -2.93 -2.88 0.247
H 3.22 0.56 -4.76 0.280
H -0.48 -5.45 -3.88 0.280
C -0.27 -2.36 -4.33 -0.778
H 5.21 7.22 3.27 0.463
H 2.09 6.51 2.56 0.363
H -8.65 0.34 -3.10 0.353
H 2.04 0.16 2.95 0.520
C 1.88 2.91 3.28 -0.707
C -0.18 -0.46 -2.61 0.709
Si 3.09 -0.87 -2.76 0.255
H -3.78 0.00 -1.88 0.517
H 4.01 6.37 4.27 0.350
H 5.54 5.56 3.79 0.372
C 2.63 4.19 3.36 0.790